Entry i
Here is a cluster of 7 separate species, C6H25NO7 in total from OMol25. Energies are from ωB97M-V/def2-TZVPD.

Last column: Mulliken charge in e.
Positions of all 39 atoms, in Å:
C (1.0848, -2.0747, -2.0342)  -0.922
N (0.4083, -1.8707, -0.7729)  -0.024
C (1.1866, -1.0392, 0.1247)  -0.080
C (0.2696, -0.6095, 1.3659)  2.228
C (-1.0506, -1.4024, 1.7428)  -1.440
C (1.1103, -0.4611, 2.6032)  -1.822
C (2.4776, -1.8836, 0.6289)  -0.167
O (3.4911, -1.2283, 0.7696)  -0.489
H (0.5603, -1.4245, -2.8608)  0.002
H (1.1301, -3.0781, -2.3408)  0.448
H (2.1845, -1.8591, -2.0895)  0.312
H (0.0760, -2.6876, -0.2777)  0.285
H (1.6268, -0.0967, -0.2884)  0.198
H (-0.1349, 0.3953, 1.1044)  -1.098
H (-1.8680, -1.0110, 1.0925)  0.233
H (-1.4748, -1.1534, 2.7395)  0.379
H (-0.7821, -2.4757, 1.6795)  0.397
H (1.9152, 0.2206, 2.6838)  0.453
H (0.6383, 0.2130, 3.3828)  0.404
H (1.3529, -1.3583, 3.1751)  0.464
H (2.3831, -2.9042, 0.9512)  0.422
H (-0.1100, 3.8970, -0.6230)  0.320
H (0.1963, 2.5761, -1.3170)  0.311
O (0.3644, 3.5059, -1.3417)  -0.621
H (-1.7992, 2.7860, 0.8792)  0.300
H (-2.1664, 1.4075, 0.9355)  0.311
O (-1.5350, 2.0102, 1.3710)  -0.677
H (-0.0978, 0.5800, -3.9275)  0.331
H (-1.3648, -0.1953, -3.3816)  0.319
O (-1.0742, 0.6778, -3.6769)  -0.608
H (1.6109, 2.5941, 1.5335)  0.327
H (0.1615, 2.2884, 1.9755)  0.281
O (1.0184, 2.6158, 2.2849)  -0.659
H (-1.3386, -1.1553, -1.2475)  0.300
H (-2.3097, -2.3865, -1.2127)  0.311
O (-2.1450, -1.5748, -1.6999)  -0.702
H (-1.6928, 2.5218, -2.0155)  0.306
H (-2.3699, 3.2275, -0.8397)  0.298
O (-1.9330, 2.4132, -1.0761)  -0.631

Multiplicity: 1
Gap between HOMO and LUMO: 9.126 eV
SMILES: CN[C@H](C=O)C(C)C.O.O.O.O.O.O
HOMO: -0.3317 Ha
Lowest unoccupied orbital energy: 0.0037 Eh



Entry ii
Here is a cluster of 7 separate species, C6H25NO7 in total from OMol25. Energies are from ωB97M-V/def2-TZVPD.

Last column: Mulliken charge in e.
Positions of all 39 atoms, in Å:
C (-1.5888, -0.9448, -1.8930)  -0.530
O (-2.9053, -0.8539, -2.4049)  -0.650
C (-1.5466, -0.6463, -0.3705)  0.460
C (-1.1909, -1.7995, 0.5342)  -1.318
C (-0.1164, -1.3592, 1.5311)  0.759
C (1.1622, -1.6889, 1.4391)  -0.164
N (2.2319, -1.1640, 2.2116)  -0.512
C (-0.7383, -0.6943, 2.7311)  -1.492
H (-1.1569, -2.0025, -1.9838)  0.284
H (-1.0737, -0.3128, -2.5886)  0.304
H (-3.7253, -1.3212, -2.2283)  0.321
H (-2.5246, -0.2292, -0.0839)  0.202
H (-0.6931, 0.0515, -0.3717)  -0.178
H (-0.8066, -2.6664, -0.0192)  0.413
H (-2.0193, -2.1607, 1.1093)  0.420
H (1.4524, -2.4314, 0.6774)  0.315
H (1.9324, -0.4917, 2.9035)  0.189
H (2.9618, -1.8391, 2.3538)  0.216
H (-1.7308, -0.2937, 2.5328)  0.365
H (-0.6909, -1.1128, 3.7292)  0.331
H (-0.3045, 0.3293, 2.6699)  0.296
H (1.2262, -0.6872, -1.8453)  0.144
H (2.6562, -0.8553, -1.5416)  0.373
O (1.8952, -1.3849, -1.8282)  -0.579
H (2.2289, 1.3950, -3.3302)  0.320
H (0.8485, 1.1430, -2.8144)  0.324
O (1.2991, 1.3897, -3.6222)  -0.610
H (0.5860, 4.1014, 0.2215)  0.282
H (-0.6198, 3.4201, -0.3895)  0.278
O (0.1458, 3.2493, 0.1773)  -0.557
H (-3.9951, 0.6052, -1.2742)  0.325
H (-3.4107, 1.7848, -2.1439)  0.310
O (-4.0037, 1.5528, -1.4251)  -0.604
H (3.8082, 0.6990, -0.0531)  0.266
H (2.6931, -0.2503, 0.4333)  0.411
O (2.8694, 0.5247, -0.1416)  -0.694
H (1.2018, 2.8695, 2.6949)  0.325
H (1.7822, 1.9235, 1.7260)  0.289
O (1.8600, 2.1511, 2.6772)  -0.632

Multiplicity: 1
Gap between HOMO and LUMO: 8.314 eV
SMILES: C/C(=C\N)CCCO.O.O.O.O.O.O
HOMO: -0.2974 Ha
Lowest unoccupied orbital energy: 0.0082 Eh



Winner for stability: entry ii



Entry i
Here is the molecule C2H4N2O3 from OMol25. Energies are from ωB97M-V/def2-TZVPD.

Last column: Mulliken charge in e.
Positions of all 11 atoms, in Å:
C (-0.6754, -0.1779, -0.6499)  0.504
C (-0.7276, -0.2969, 0.8216)  0.574
H (2.0586, 0.3438, -0.3053)  0.218
H (1.3119, 1.6878, 0.4124)  0.269
H (0.4641, 0.9122, -2.1681)  0.261
H (-0.8932, -2.0070, 2.0463)  0.392
N (1.3579, 1.0245, -0.4611)  -0.645
N (0.2897, 0.6142, -1.1905)  -0.001
O (-1.4070, -0.8654, -1.3621)  -0.547
O (-1.2439, -1.6144, 0.9832)  -0.489
O (-0.5351, 0.3791, 1.8735)  -0.536

Multiplicity: 1
Gap between HOMO and LUMO: 9.540 eV
SMILES: NNC(=O)C(=O)O
HOMO: -0.3632 Ha
Lowest unoccupied orbital energy: -0.0126 Eh



Entry ii
Here is the molecule C2H4N2O3 from OMol25. Energies are from ωB97M-V/def2-TZVPD.

Last column: Mulliken charge in e.
Positions of all 11 atoms, in Å:
C (-0.5818, 0.0832, -0.7514)  0.498
C (0.7332, -0.6027, 0.0243)  -0.442
N (-1.6926, -0.0755, -0.2350)  -0.550
N (0.7719, -0.2999, 1.4735)  0.923
O (0.9899, -1.2758, 2.1672)  -0.540
O (0.6982, 0.8422, 1.8823)  -0.536
O (-0.2330, 0.9891, -1.7133)  -0.499
H (1.6310, -0.1908, -0.6160)  0.245
H (0.7117, -1.7727, -0.1683)  0.332
H (-2.4938, 0.4440, -0.5698)  0.242
H (-0.5349, 1.8588, -1.4934)  0.328

Multiplicity: 1
Gap between HOMO and LUMO: 10.905 eV
SMILES: [H]/N=C(\O)C[N+](=O)[O-]
HOMO: -0.4004 Ha
Lowest unoccupied orbital energy: 0.0004 Eh



Entry iii
Here is the molecule C2H4N2O3 from OMol25. Energies are from ωB97M-V/def2-TZVPD.

Last column: Mulliken charge in e.
Positions of all 11 atoms, in Å:
C (1.1515, 0.4580, -0.0352)  0.600
C (-2.0168, 0.0141, -0.4065)  0.174
H (1.7751, -1.3885, 0.0318)  0.319
H (3.1071, -0.2491, -0.2824)  0.319
H (-1.5748, 0.2951, 1.6347)  0.255
H (-1.5664, -0.6287, -1.2678)  0.270
N (2.0412, -0.5220, -0.5759)  -0.549
N (-1.1523, 0.2761, 0.6846)  -0.105
O (1.2657, 1.6668, -0.1229)  -0.485
O (0.2121, -0.2962, 0.7435)  -0.269
O (-3.2423, 0.3745, -0.4039)  -0.528

Multiplicity: 1
Gap between HOMO and LUMO: 10.894 eV
SMILES: NC(=O)ONC=O
HOMO: -0.3866 Ha
Lowest unoccupied orbital energy: 0.0138 Eh



Winner for stability: entry iii



Entry i
Here is a structure of composition C21H25N6O2Ru from OMol25. Energies are from ωB97M-V/def2-TZVPD.

Last column: Mulliken charge in e.
Positions of all 55 atoms, in Å:
Ru (0.1577, 0.2691, -0.0503)  1.061
N (-1.8713, 1.5661, 3.5548)  0.073
C (-1.1972, 1.5937, 2.4163)  -0.434
N (-0.9490, 0.5255, 1.6999)  -0.159
C (-1.4217, -0.7184, 2.1472)  0.236
N (-1.1484, -1.7939, 1.4488)  -1.217
N (-0.4244, -1.5532, 0.3632)  0.810
C (0.0237, -2.5070, -0.4110)  -0.234
C (0.7694, -2.0691, -1.5466)  0.569
C (1.3825, -2.9163, -2.4746)  -0.763
C (1.9893, -2.3780, -3.5895)  -0.258
C (1.9613, -0.9982, -3.7833)  -0.835
C (1.3756, -0.2034, -2.8175)  -0.269
N (0.8329, -0.7124, -1.7104)  -0.040
C (-2.1799, -0.8005, 3.3636)  0.841
C (-2.7024, -1.9999, 3.8552)  -0.311
C (-3.4143, -2.0003, 5.0353)  -0.793
C (-3.5873, -0.8182, 5.7586)  -0.447
C (-3.0706, 0.3766, 5.2959)  -0.887
C (-2.3865, 0.3895, 4.0890)  0.204
H (-2.0340, 2.4276, 4.0584)  0.291
H (-0.8293, 2.5483, 2.0642)  0.486
H (-0.2067, -3.5396, -0.1855)  0.474
H (1.3634, -3.9837, -2.3030)  0.459
H (2.4681, -3.0178, -4.3180)  0.483
H (2.3968, -0.5441, -4.6609)  0.453
H (1.3200, 0.8730, -2.9290)  0.493
H (-2.5245, -2.9083, 3.2981)  0.499
H (-3.8254, -2.9260, 5.4119)  0.445
H (-4.1204, -0.8419, 6.6985)  0.432
H (-3.1857, 1.2858, 5.8720)  0.398
C (1.2415, 3.3277, -0.2385)  -0.905
O (0.7167, 2.0575, -0.4263)  -0.585
H (1.9477, 3.5756, -1.0399)  0.334
H (1.7761, 3.3990, 0.7183)  0.325
H (0.4496, 4.0852, -0.2559)  0.330
O (2.0031, -0.2986, 1.2420)  -0.329
C (3.2035, -0.2970, 0.8754)  0.547
C (4.2574, -0.9631, 1.7179)  -0.974
C (4.9083, -2.1818, 1.0063)  -0.668
C (4.5658, -2.3138, -0.4803)  -0.194
C (5.2024, -1.2289, -1.3504)  -0.530
C (4.9497, 0.1787, -0.7906)  -0.859
N (3.6045, 0.3071, -0.2392)  0.192
H (3.7913, -1.2740, 2.6491)  0.340
H (5.0081, -0.2092, 1.9609)  0.375
H (4.5783, -3.0888, 1.5103)  0.388
H (5.9921, -2.1265, 1.1125)  0.294
H (3.4785, -2.3077, -0.6085)  -0.183
H (4.9112, -3.2871, -0.8312)  0.481
H (4.8194, -1.3110, -2.3700)  0.289
H (6.2809, -1.3845, -1.4019)  0.406
H (5.0790, 0.9355, -1.5613)  0.472
H (5.6688, 0.3880, 0.0009)  0.279
H (2.8854, 0.7295, -0.8073)  0.118

Multiplicity: 2
Gap between HOMO and LUMO (alpha / beta): 6.707 / 6.803 eV
HOMO (alpha / beta): -0.5197 / -0.5189 Ha
Lowest unoccupied orbital energy (alpha / beta): -0.2733 / -0.2689 Eh
Net charge: +2
<S²>: 0.7727



Entry ii
Here is a structure of composition C21H25N6O2Ru from OMol25. Energies are from ωB97M-V/def2-TZVPD.

Last column: Mulliken charge in e.
Positions of all 55 atoms, in Å:
Ru (0.3625, -0.0202, -0.5062)  1.137
N (2.3764, 3.6014, -1.7492)  0.082
C (2.0299, 2.3388, -1.5929)  -0.479
N (1.0319, 1.9424, -0.8373)  0.046
C (0.2322, 2.8863, -0.1783)  0.055
N (-0.8008, 2.5407, 0.5225)  -1.073
N (-0.9716, 1.1570, 0.4617)  0.511
C (-1.9919, 0.6049, 1.0267)  -0.092
C (-2.0676, -0.8639, 0.9099)  0.621
C (-3.0951, -1.6042, 1.4442)  -0.844
C (-3.0815, -2.9895, 1.2540)  -0.222
C (-2.0503, -3.5544, 0.5382)  -0.873
C (-1.0402, -2.7381, 0.0269)  -0.050
N (-1.0457, -1.4235, 0.2046)  -0.007
C (0.6141, 4.2886, -0.2876)  0.965
C (-0.0891, 5.3031, 0.3763)  -0.473
C (0.2999, 6.6142, 0.2285)  -0.849
C (1.3909, 6.9389, -0.5875)  -0.424
C (2.0958, 5.9585, -1.2516)  -0.984
C (1.6960, 4.6357, -1.0894)  0.464
H (3.1484, 3.8236, -2.3617)  0.293
H (2.5978, 1.5851, -2.1235)  0.484
H (-2.7440, 1.1875, 1.5493)  0.423
H (-3.8906, -1.1244, 1.9971)  0.439
H (-3.8748, -3.6001, 1.6625)  0.455
H (-2.0056, -4.6186, 0.3556)  0.419
H (-0.2139, -3.1411, -0.5421)  0.445
H (-0.9359, 5.0370, 0.9926)  0.518
H (-0.2406, 7.4007, 0.7358)  0.455
H (1.6848, 7.9732, -0.7034)  0.437
H (2.9336, 6.2109, -1.8888)  0.425
C (2.4434, -1.9596, -1.5273)  -0.618
O (1.3791, -1.0244, -1.6594)  -0.576
H (2.2242, -2.8155, -2.1654)  0.302
H (2.5634, -2.2615, -0.4868)  0.248
H (3.3578, -1.4842, -1.8872)  0.271
O (1.7928, -0.3232, 1.0547)  -0.412
C (2.4859, -0.2275, 2.0761)  0.237
C (3.9757, -0.2988, 2.0190)  -0.977
C (4.4215, 1.1834, 1.9285)  -0.128
C (3.8821, 2.1372, 3.0088)  -1.218
C (2.4025, 2.5513, 2.8951)  0.452
C (1.3721, 1.4863, 3.3295)  -0.691
N (1.9649, 0.1375, 3.2781)  -0.164
H (4.3213, -0.8695, 1.1601)  0.324
H (4.3754, -0.7469, 2.9309)  0.383
H (4.1277, 1.5690, 0.9454)  0.071
H (5.5112, 1.1975, 1.9503)  0.423
H (4.4757, 3.0503, 2.9471)  0.445
H (4.0950, 1.7370, 4.0057)  0.325
H (2.2110, 2.8583, 1.8624)  -0.364
H (2.2469, 3.4469, 3.4979)  0.497
H (0.4850, 1.5039, 2.7015)  -0.046
H (1.0394, 1.6481, 4.3523)  0.469
H (2.6622, 0.0419, 4.0034)  0.442

Multiplicity: 2
Gap between HOMO and LUMO (alpha / beta): 7.105 / 7.378 eV
HOMO (alpha / beta): -0.5285 / -0.5268 Ha
Lowest unoccupied orbital energy (alpha / beta): -0.2673 / -0.2556 Eh
Net charge: +2
<S²>: 0.8257



Winner for stability: entry i